Here is the molecule C4H10N4O at a distorted geometry from the Open Molecules 2025 dataset. Energies are from ωB97M-V/def2-TZVPD.

Values from the calculation:
E	-452.61662	Eh
energy relative to the best compared isomer or geometry (same formula, charge and spin)	51.0	kcal per mole
SMILES	C/N=N/N(C)C(=O)NC
HOMO	-9.34	eV
HOMO-LUMO gap	10.18	eV
LUMO level	0.84	eV

```
19
Properties=species:S:1:pos:R:3:mulliken_charge:R:1
O -0.700 2.010 -0.228 -0.61
N 0.004 -0.198 -0.277 0.46
N -2.251 0.289 -0.176 -0.23
H 4.135 0.325 -0.443 0.27
C -0.935 0.798 -0.217 0.40
H -1.872 -0.946 1.586 0.30
H 0.507 -1.817 -1.425 0.35
C -2.610 -0.716 0.833 -0.90
H -2.973 1.026 -0.222 0.32
H -1.222 -1.704 -1.092 0.45
H -3.538 -0.350 1.317 0.31
H -2.855 -1.679 0.388 0.29
N 2.193 -0.516 -0.008 -0.50
H -0.159 -2.223 0.177 0.31
C 3.460 0.138 0.397 -0.72
H 3.338 1.175 0.747 0.35
N 1.226 0.243 0.103 -0.13
H 3.984 -0.429 1.173 0.25
C -0.238 -1.583 -0.660 -0.97
```

***

Here is a cluster of 3 separate species, C12H19BrFO6 in total at a distorted geometry from the Open Molecules 2025 dataset. Energies are from ωB97M-V/def2-TZVPD.

Values from the calculation:
E	-3593.89796	Eh
energy relative to the best compared isomer or geometry (same formula, charge and spin)	54.4	kcal per mole
charge	-1
HOMO	-2.20	eV
HOMO-LUMO gap	4.74	eV
LUMO level	2.54	eV

```
39
Properties=species:S:1:pos:R:3:mulliken_charge:R:1
H -7.002 -1.872 2.799 0.37
F 1.652 0.604 -1.211 -0.29
H 2.155 -2.085 -2.668 0.29
H -4.651 -1.225 3.248 0.24
H -4.819 -1.319 0.833 0.31
O -3.140 -2.425 1.349 -0.18
H 5.833 4.061 -2.275 0.30
O -3.926 -3.131 3.340 -0.38
H 3.269 -1.775 -1.116 0.28
C 4.216 5.914 -0.326 0.63
H 1.706 -2.962 -1.028 0.29
O 3.983 6.963 0.249 -0.57
H -2.151 -1.273 -0.513 0.00
H 2.476 2.395 -0.859 0.39
C -2.843 -3.090 2.508 0.52
H 4.045 2.196 -0.097 0.31
H -6.403 -2.769 4.216 0.35
C -0.275 -1.062 -1.887 -0.62
H -0.774 -0.095 -2.318 0.26
C -4.864 -2.209 2.810 0.53
C -6.284 -2.626 3.136 -1.44
C 1.110 -0.761 -1.013 0.25
O 5.356 5.659 -1.040 -0.32
C 5.345 4.270 -1.319 -0.49
Br -1.970 -3.457 -2.023 -0.45
C 3.878 3.962 -1.342 0.60
C -1.251 -1.937 -0.877 -0.24
O 3.377 4.835 -0.343 -0.32
C 3.552 2.519 -1.020 -1.45
H 3.418 4.248 -2.297 0.26
C -4.546 -2.245 1.346 -0.56
C 2.173 -1.963 -1.485 -1.09
H -4.999 -3.094 0.821 0.32
O -1.757 -3.583 2.761 -0.54
H 3.866 1.855 -1.832 0.35
H 5.887 3.754 -0.519 0.33
H 0.909 -0.916 0.131 0.19
H -0.016 -1.780 -2.805 0.22
H -6.535 -3.581 2.665 0.35
```

***

Here is a structure of composition C5H10IrO3 at a distorted geometry from the Open Molecules 2025 dataset. Energies are from ωB97M-V/def2-TZVPD.

Values from the calculation:
E	-526.02094	Eh
energy relative to the best compared isomer or geometry (same formula, charge and spin)	67.5	kcal per mole
charge	+1
multiplicity	5
HOMO (alpha / beta)	-11.65 / -13.96	eV
HOMO-LUMO gap (alpha / beta)	7.49 / 7.70	eV
LUMO level (alpha / beta)	-4.17 / -6.26	eV

```
19
Properties=species:S:1:pos:R:3:mulliken_charge:R:1
H 0.175 2.949 -1.555 0.32
O 0.247 -1.928 -1.040 -0.35
H -0.801 -2.778 0.492 0.33
H -0.346 0.083 -2.731 0.34
O 0.207 0.920 2.193 -0.35
H 1.805 -0.622 -0.652 0.41
O -0.230 1.030 -0.893 -0.31
H 1.154 1.001 -2.422 0.41
H 0.871 -2.284 0.917 0.39
C -0.052 -1.974 0.386 -0.71
Ir -0.810 0.009 0.692 1.05
C 0.406 0.333 -1.966 -0.24
C 1.110 -0.914 -1.462 -0.84
H -1.417 2.286 -2.029 0.30
H -0.921 0.431 3.780 0.35
C -0.871 0.424 2.660 -0.15
H -1.096 2.780 -0.310 0.28
H 1.707 -1.298 -2.303 0.39
C -0.675 2.337 -1.220 -0.62
```

***

Here is a cluster of 2 separate species, C23H31N7O7 in total at a distorted geometry from the Open Molecules 2025 dataset. Energies are from ωB97M-V/def2-TZVPD.

Values from the calculation:
E	-1805.08284	Eh
energy relative to the best compared isomer or geometry (same formula, charge and spin)	0.0	kcal per mole
SMILES	Cn1c(N)nc2c(ncn2[C@@H]2O[C@H](CO)[C@@H](O)[C@H]2O)c1=O.CNC(=O)[C@@H](Cc1ccccc1)NC(C)=O
HOMO	-8.12	eV
HOMO-LUMO gap	8.43	eV
LUMO level	0.31	eV

```
68
Properties=species:S:1:pos:R:3:mulliken_charge:R:1
H -1.645 0.704 2.496 0.46
H -4.209 1.649 -4.577 0.34
H 2.642 0.640 6.862 0.38
C -2.402 -2.261 -4.580 -0.03
N -3.569 -2.472 -5.203 -0.09
C -3.699 -2.958 -6.574 -0.96
N -3.702 -1.101 -2.725 0.03
C 1.741 -0.365 1.989 0.17
H 3.576 4.324 3.188 0.44
H 1.852 -0.375 -2.740 0.45
H -4.413 -2.291 -4.680 0.30
C 2.870 0.883 4.933 -0.39
H 2.231 -2.075 -2.463 0.38
C -1.160 0.817 -0.882 -0.21
N 1.128 -2.459 2.637 -0.78
O -1.328 -2.455 -5.136 -0.68
C 2.450 -1.056 -2.127 -1.35
C -1.694 -1.013 1.184 -0.70
H 3.878 2.607 2.883 0.28
H -0.352 -1.722 -2.685 0.28
H 1.608 3.903 4.442 0.40
H -0.996 -0.201 -3.276 0.46
C -4.252 0.010 -3.219 0.63
H -3.022 -3.800 -6.734 0.30
C -2.456 -1.785 -3.116 -0.14
H -2.467 -2.719 -2.554 0.40
H -4.723 -3.283 -6.764 0.37
C 2.888 2.359 5.291 -0.06
C 2.131 2.997 4.121 0.17
H 2.728 2.331 -0.256 0.27
N 1.437 -0.362 3.333 0.49
O 1.178 2.010 3.690 -0.48
H 1.946 2.546 1.628 0.42
H 3.913 2.738 5.373 0.39
N 2.153 -0.854 -0.703 0.29
H -1.172 2.319 0.673 0.42
H -4.230 -1.516 -1.975 0.22
C 1.741 -1.898 0.124 -0.05
C -1.284 1.268 0.444 -1.10
H -3.436 -2.163 -7.273 0.30
H 2.490 1.507 -1.774 0.21
H -1.878 -1.721 1.980 0.35
C -1.202 -1.042 -2.616 -1.36
H 0.764 0.566 5.081 0.32
O 3.001 0.102 6.126 -0.61
O -5.358 0.352 -2.834 -0.68
O 1.547 -3.014 -0.354 -0.71
H -1.627 -2.524 -0.347 0.36
C -1.298 -0.553 -1.180 1.15
O 2.187 2.548 6.540 -0.65
H 0.843 -1.980 4.680 0.41
C 1.101 -1.661 3.675 -0.36
C 1.527 -1.649 1.562 0.72
H -2.652 1.299 -3.812 0.13
H -0.968 1.528 -1.671 0.44
C 2.354 0.385 -0.101 0.31
O 2.372 3.431 1.749 -0.63
N 2.763 1.472 -0.802 -0.46
N 2.167 0.666 1.156 -0.15
H 3.512 -0.867 -2.318 0.35
C 1.496 0.747 4.288 -0.21
H 3.655 0.634 4.211 0.37
H 2.145 3.494 6.777 0.39
H -3.265 0.255 -5.122 0.24
C 3.093 3.364 2.978 -0.71
C -3.537 0.853 -4.257 -0.76
C -1.553 -1.467 -0.138 -0.22
C -1.558 0.355 1.476 -0.23
```

***

Here is the molecule C8H15N5 at a distorted geometry from the Open Molecules 2025 dataset. Energies are from ωB97M-V/def2-TZVPD.

Values from the calculation:
E	-587.49064	Eh
energy relative to the best compared isomer or geometry (same formula, charge and spin)	79.8	kcal per mole
SMILES	CC[C@H]1Nn2nc(N)c(C)c2N1C
HOMO	-7.68	eV
HOMO-LUMO gap	8.49	eV
LUMO level	0.81	eV

```
28
Properties=species:S:1:pos:R:3:mulliken_charge:R:1
H -4.080 1.373 0.416 0.30
N 3.727 1.137 0.305 -0.57
C 1.894 -0.522 0.033 0.51
N 0.372 1.023 -0.576 1.17
H -3.245 2.292 1.688 0.37
H 1.957 -2.288 1.404 0.27
H -1.092 0.894 1.272 0.23
H -2.535 -0.202 -1.115 0.55
C 2.539 -1.731 0.569 -1.21
H 0.055 -2.810 -0.718 0.31
C -1.650 0.116 -0.491 -0.04
H 3.408 -1.558 1.202 0.31
N -0.894 1.236 -1.172 -0.67
C -2.097 0.667 0.902 -0.29
C 2.396 0.840 0.039 0.29
H -0.595 -1.948 -2.111 0.33
N 1.508 1.722 -0.386 -1.42
H -2.571 -0.170 1.484 0.26
C 0.578 -0.306 -0.310 -0.22
H 3.773 2.226 0.200 0.33
H -1.696 -2.547 -0.842 0.49
H -0.731 0.947 -2.066 0.29
C -3.073 1.756 0.758 -1.18
H 3.942 0.730 1.214 0.25
C -0.791 -2.172 -1.059 -1.19
N -0.627 -0.961 -0.298 -0.07
H -3.001 2.652 -0.024 0.28
H 2.529 -2.396 -0.319 0.32
```

***

Here is a cluster of 2 separate species, C3H8 in total at a distorted geometry from the Open Molecules 2025 dataset. Energies are from ωB97M-V/def2-TZVPD.

Values from the calculation:
E	-118.99260	Eh
energy relative to the best compared isomer or geometry (same formula, charge and spin)	64.6	kcal per mole
HOMO	-8.85	eV
HOMO-LUMO gap	10.12	eV
LUMO level	1.27	eV

```
11
Properties=species:S:1:pos:R:3:mulliken_charge:R:1
C -0.456 0.707 0.032 -0.53
H -0.409 1.333 1.008 0.25
C 1.629 0.018 0.062 -0.84
H 1.451 -1.004 -0.115 0.28
H -0.585 1.338 -0.795 0.30
H -1.103 -0.748 -1.153 0.25
H 1.943 0.194 1.104 0.25
H -2.359 -0.475 0.018 0.27
C -1.219 -0.592 -0.041 -0.85
H -0.956 -1.433 0.539 0.32
H 2.064 0.660 -0.660 0.30
```

***

Q: The highest energy relative to the best compared isomer or geometry (same formula, charge and spin) belongs to which entry?
A: C8H15N5

***

Repeat the third record exactly.
Here is a structure of composition C5H10IrO3 at a distorted geometry from the Open Molecules 2025 dataset. Energies are from ωB97M-V/def2-TZVPD.

Values from the calculation:
E	-526.02094	Eh
energy relative to the best compared isomer or geometry (same formula, charge and spin)	67.5	kcal per mole
charge	+1
multiplicity	5
HOMO (alpha / beta)	-11.65 / -13.96	eV
HOMO-LUMO gap (alpha / beta)	7.49 / 7.70	eV
LUMO level (alpha / beta)	-4.17 / -6.26	eV

```
19
Properties=species:S:1:pos:R:3:mulliken_charge:R:1
H 0.175 2.949 -1.555 0.32
O 0.247 -1.928 -1.040 -0.35
H -0.801 -2.778 0.492 0.33
H -0.346 0.083 -2.731 0.34
O 0.207 0.920 2.193 -0.35
H 1.805 -0.622 -0.652 0.41
O -0.230 1.030 -0.893 -0.31
H 1.154 1.001 -2.422 0.41
H 0.871 -2.284 0.917 0.39
C -0.052 -1.974 0.386 -0.71
Ir -0.810 0.009 0.692 1.05
C 0.406 0.333 -1.966 -0.24
C 1.110 -0.914 -1.462 -0.84
H -1.417 2.286 -2.029 0.30
H -0.921 0.431 3.780 0.35
C -0.871 0.424 2.660 -0.15
H -1.096 2.780 -0.310 0.28
H 1.707 -1.298 -2.303 0.39
C -0.675 2.337 -1.220 -0.62
```

***

Q: energy relative to the best compared isomer or geometry (same formula, charge and spin) of number 3 (C5H10IrO3)?
A: 67.5 kcal per mole